Below is an isolated molecule of C5H12Si in a non-equilibrium geometry, with properties calculated with ωB97M-V/def2-TZVPD.

ORCA input file:
```
! wB97M-V def2-TZVPD RIJCOSX def2/J DEFGRID3
* xyz 0 1
Si -0.7451 -0.8831 0.1898
C 2.1173 -0.9361 -0.1341
C -2.1038 0.4198 -0.2420
C -3.3669 0.0292 -0.1064
C 0.8661 0.0146 -0.3888
C 1.1126 1.3787 0.2201
H 2.1825 -1.1800 0.8651
H -0.2931 -1.0139 1.5269
H 1.3281 1.2020 1.2193
H -1.9680 1.4159 -0.5759
H 2.0519 1.9507 -0.1074
H 2.0068 -1.7534 -0.7140
H -1.3929 -2.1789 -0.2498
H 0.2018 2.1256 0.0052
H -4.1532 0.7714 -0.2231
H -3.7057 -0.9298 0.2132
H 0.7164 0.3280 -1.5260
H 2.9169 -0.3234 -0.2576
*
```

Output
Relative energy (zero: lowest compared OMol25 entry of this formula, charge and spin) in eV: 2.025
HOMO level in eV: -9.450
Energy in Ha: -487.101456
M in g mol⁻¹: 100.24
Structure (SMILES): C=C[SiH2]C(C)C

Atom charges from the Löwdin analysis, given in e for atoms 1 to 6:
1. Si 0.708
2. C -0.105
3. C -0.283
4. C -0.105
5. C -0.545
6. C -0.175



Below is a structure of composition C5H13BKN2O4 in a non-equilibrium geometry, with properties calculated with ωB97M-V/def2-TZVPD.

ORCA input file:
```
! wB97M-V def2-TZVPD RIJCOSX def2/J DEFGRID3
* xyz 1 1
K -3.4927 1.0917 2.0100
O 2.6364 -2.6354 1.1291
O 3.7592 -1.1921 -0.6844
O 1.9373 -2.9367 -1.3421
O 1.8738 -1.2792 -3.0811
N -0.3189 -1.6596 -1.9663
N -0.5373 -1.3592 -0.6311
C -1.1858 2.4344 0.5578
C 1.1768 -1.9439 -2.1239
C -0.2264 0.0819 -0.2912
C -1.2442 2.1029 2.1924
C -1.5244 1.0924 -0.3632
B 2.8005 -2.2534 -0.3168
H 2.3025 -3.5843 1.1366
H -0.5775 -0.8356 -2.5868
H -2.4872 0.6062 0.1031
H -1.4731 -1.6694 -0.2893
H -1.4477 0.9359 2.2556
H -1.7399 1.4955 -1.4659
H -2.0900 2.7025 2.7478
H 0.6076 0.5716 -0.9865
H -0.1737 2.9523 0.2614
H -0.1754 2.3500 2.6077
H 0.1438 0.0974 0.8368
H 3.4961 -0.4087 -0.0840
H -2.0397 3.2429 0.3743
*
```

Output
Relative energy (zero: lowest compared OMol25 entry of this formula, charge and spin) in eV: 4.931
HOMO level in eV: -12.477
Energy in Ha: -1233.287571
M in g mol⁻¹: 215.08

Atom charges from the Löwdin analysis, given in e for atoms 1 to 6:
1. K 1.000
2. O 0.055
3. O 0.085
4. O 0.093
5. O 0.000
6. N 0.007



Below is a structure of composition C5H13BN2S in a non-equilibrium geometry, with properties calculated with ωB97M-V/def2-TZVPD.

ORCA input file:
```
! wB97M-V def2-TZVPD RIJCOSX def2/J DEFGRID3
* xyz 0 1
S 2.5034 -0.3913 -0.2415
N -0.2746 -1.3712 -0.1053
N -0.5291 1.2096 0.2930
C -0.7510 2.0587 -0.8885
C 2.8574 1.2708 0.4336
C 0.0756 -2.7255 -0.0573
C -1.6884 -0.9705 -0.0519
C -1.6449 0.4242 0.7358
B 0.6792 -0.3644 -0.1658
H -2.7241 0.7909 0.6005
H -0.5519 -3.3071 0.6367
H 1.0949 -2.8267 0.4411
H -1.7454 2.4906 -0.9587
H -0.6610 1.5102 -1.8790
H -1.5091 0.3148 1.7991
H 0.1033 2.9030 -0.7361
H -2.1614 -1.7267 0.4864
H 1.9081 1.6804 0.7219
H -2.0174 -0.7599 -1.0319
H 3.5621 1.0000 1.2670
H 3.3788 1.9219 -0.2656
H 0.0956 -3.1317 -1.0337
*
```

Output
Relative energy (zero: lowest compared OMol25 entry of this formula, charge and spin) in eV: 0.000
HOMO level in eV: -7.850
Energy in Ha: -730.820555
M in g mol⁻¹: 144.05

Atom charges from the Löwdin analysis, given in e for atoms 1 to 6:
1. S 0.858
2. N -0.158
3. N -0.153
4. C -0.176
5. C -0.395
6. C -0.100



Below is the ion C5H13BrN with charge +1 in a non-equilibrium geometry, with properties calculated with ωB97M-V/def2-TZVPD.

ORCA input file:
```
! wB97M-V def2-TZVPD RIJCOSX def2/J DEFGRID3
* xyz 1 1
Br -1.5343 -2.1909 1.6450
N -0.1386 -0.3997 -0.2409
C 0.3439 -1.5385 -1.0005
C 0.7166 -0.0373 0.9687
C 0.6422 1.3525 1.4212
C -0.4238 0.7713 -1.0324
C -1.5921 -0.7135 0.4002
H 1.0387 2.0187 0.5902
H -1.8647 0.1910 1.0078
H -1.5069 1.0998 -0.8084
H -0.4505 0.5879 -2.1168
H -0.2919 1.6753 1.7574
H 1.7957 -0.2705 0.7615
H -2.3682 -0.8335 -0.3096
H 1.4374 1.6000 2.1783
H -0.3268 -1.8111 -1.8373
H 0.4945 -2.3471 -0.2958
H 0.3793 1.3713 -0.8142
H 1.2835 -1.3929 -1.4679
H 0.4263 -0.6139 1.7735
*
```

Output
Relative energy (zero: lowest compared OMol25 entry of this formula, charge and spin) in eV: 2.249
HOMO level in eV: -14.698
Energy in Ha: -2826.763499
M in g mol⁻¹: 167.07
Structure (SMILES): CC[N+](C)(C)CBr

Atom charges from the Löwdin analysis, given in e for atoms 1 to 6:
1. Br 0.811
2. N -0.341
3. C -0.023
4. C -0.215
5. C -0.075
6. C -0.015



Below is a structure of composition C5H13ClI2N2NdO2P in a non-equilibrium geometry, with properties calculated with ωB97M-V/def2-TZVPD.

ORCA input file:
```
! wB97M-V def2-TZVPD RIJCOSX def2/J DEFGRID3
* xyz 2 4
Nd -0.2136 -0.0064 0.6144
I 6.1441 1.1103 -1.3682
I 6.1452 -1.5818 -1.3903
Cl -2.4490 -0.0249 1.1587
P -0.8656 0.0280 -1.9212
O 3.0854 0.0293 -0.4673
O 0.0581 0.0007 2.5975
N -0.0021 1.1767 4.4166
N -0.0021 -1.1766 4.4166
C 1.9332 0.0185 -0.1153
C -1.8727 -1.4056 -2.1283
C 0.4144 0.0478 -3.0846
C -1.8813 1.4608 -2.0893
C 0.0032 -0.0001 3.7916
H -1.2761 -2.3306 -2.0659
H -0.0007 2.0418 3.8948
H -1.2916 2.3878 -1.9963
H -0.0005 1.1941 5.4090
H -0.0006 -1.1940 5.4090
H -2.6863 1.4899 -1.3386
H -2.2984 -1.3057 -3.1276
H -0.0008 -2.0418 3.8949
H -0.0835 0.0576 -4.0535
H -2.6743 -1.4631 -1.3755
H -2.3020 1.3884 -3.0930
H 1.0548 0.9383 -2.9831
H 1.0627 -0.8393 -3.0050
*
```

Output
⟨S²⟩: 3.761
Relative energy (zero: lowest compared OMol25 entry of this formula, charge and spin) in eV: 4.812
HOMO level (alpha / beta) in eV: -13.638 / -13.638
Energy in Ha: -2416.052856
M in g mol⁻¹: 597.65

Atom charges from the Löwdin analysis, given in e for atoms 1 to 6:
1. Nd 1.181
2. I 0.086
3. I 0.075
4. Cl 0.133
5. P 0.548
6. O 0.011



Below is a structure of composition C5H13ClNPS in a non-equilibrium geometry, with properties calculated with ωB97M-V/def2-TZVPD.

ORCA input file:
```
! wB97M-V def2-TZVPD RIJCOSX def2/J DEFGRID3
* xyz 0 1
Cl 1.7408 1.4209 1.5966
S 2.2198 0.6414 -1.4919
P 1.0991 0.3020 0.0559
N -1.0864 1.2115 -0.2769
C 0.0932 -1.9103 -0.9476
C 1.5155 -2.1228 1.1221
C -1.4451 1.7984 0.9739
C -1.2126 2.1070 -1.4049
C 0.3827 -1.3496 0.4156
H 1.3113 -2.5329 2.1987
H -0.2593 1.9252 -2.0087
H -1.0729 1.1214 1.8357
H -0.5139 -1.1966 1.0764
H -1.0106 2.7533 1.1981
H 1.7431 -3.1294 0.5863
H 2.5509 -1.5627 1.1451
H -2.5271 1.9544 1.0226
H -1.4645 3.1831 -1.1185
H -0.7228 -1.2412 -1.4470
H 0.9791 -2.1307 -1.6125
H -2.0836 1.7177 -2.0469
H -0.2366 -2.9600 -0.8721
*
```

Output
Relative energy (zero: lowest compared OMol25 entry of this formula, charge and spin) in eV: 2.633
HOMO level (alpha / beta) in eV: -7.924 / -7.922
Energy in Ha: -1452.728440
M in g mol⁻¹: 185.66

Atom charges from the Löwdin analysis, given in e for atoms 1 to 6:
1. Cl 0.304
2. S 0.210
3. P 0.108
4. N -0.272
5. C -0.190
6. C -0.164



Below is a cluster of 2 separate species, C5H13IN in total in a non-equilibrium geometry, with properties calculated with ωB97M-V/def2-TZVPD.

ORCA input file:
```
! wB97M-V def2-TZVPD RIJCOSX def2/J DEFGRID3
* xyz 1 1
I -3.0583 0.4059 0.3386
N -0.0853 -0.4051 -0.6221
C 1.3062 -0.3624 -0.1297
C -0.2215 0.7369 -1.6099
C -0.9326 -0.1030 0.5525
C -0.4751 -1.6845 -1.2732
C 0.4901 1.3845 2.7313
H 0.5730 0.4558 3.2678
H 1.2799 2.2128 2.6556
H -0.4059 -2.5866 -0.7211
H 1.3264 -0.7714 0.8591
H 0.2852 -1.8027 -2.1384
H 1.3929 0.6967 0.1035
H 0.0319 0.4119 -2.7302
H -0.8458 -0.8135 1.3076
H -1.5188 -1.5028 -1.6916
H 0.5720 1.4692 -1.3053
H 2.0858 -0.6937 -0.8331
H -1.2211 1.0714 -1.4581
H -0.5790 1.8805 2.6967
*
```

Output
Relative energy (zero: lowest compared OMol25 entry of this formula, charge and spin) in eV: 5.648
HOMO level (alpha / beta) in eV: -12.672 / -13.144
Energy in Ha: -550.298038
M in g mol⁻¹: 214.07

Atom charges from the Löwdin analysis, given in e for atoms 1 to 6:
1. I 0.908
2. N -0.469
3. C -0.017
4. C -0.017
5. C -0.479
6. C -0.009



Below is a cluster of 2 separate species, C5H13IN in total in a non-equilibrium geometry, with properties calculated with ωB97M-V/def2-TZVPD.

ORCA input file:
```
! wB97M-V def2-TZVPD RIJCOSX def2/J DEFGRID3
* xyz 1 3
I 2.7750 -0.0436 -1.4578
N 0.2088 -0.0662 0.2867
C 0.4510 1.1041 1.0575
C -1.2006 -0.4463 0.5208
C 0.0559 0.9950 -2.0378
C 0.6525 -0.0823 -1.0644
C 0.9658 -1.1037 1.0109
H -0.0682 -1.7139 -1.5865
H 1.9964 -0.6048 1.2311
H 0.3891 0.6270 -2.9985
H 0.4963 -1.4278 1.8865
H -1.0113 0.8352 -2.0635
H 0.3482 2.0434 -1.9343
H 1.1173 -2.0398 0.3221
H -0.2142 1.8930 0.7738
H 0.2886 1.0406 2.0868
H -1.5514 -1.4907 0.3247
H -1.8971 0.2750 0.0264
H -1.3765 -0.2374 1.5613
H 1.4600 1.4886 0.9537
*
```

Output
⟨S²⟩: 2.008
Relative energy (zero: lowest compared OMol25 entry of this formula, charge and spin) in eV: 3.389
HOMO level (alpha / beta) in eV: -11.500 / -13.918
Energy in Ha: -550.238637
M in g mol⁻¹: 214.07

Atom charges from the Löwdin analysis, given in e for atoms 1 to 6:
1. I 1.049
2. N -0.460
3. C -0.049
4. C -0.012
5. C -0.145
6. C -0.714



Below is a cluster of 2 separate species, C5H13INO in total in a non-equilibrium geometry, with properties calculated with ωB97M-V/def2-TZVPD.

ORCA input file:
```
! wB97M-V def2-TZVPD RIJCOSX def2/J DEFGRID3
* xyz 1 1
I -2.9653 0.5264 0.5702
O 2.4799 1.5680 -0.7080
N 0.1088 0.7297 -0.8714
C -2.5440 -1.9163 -1.2342
C -1.9283 -1.2892 -0.0193
C -0.7690 -1.7177 0.4887
C 1.4033 1.4081 0.0591
C 0.8708 2.7175 0.7875
H 0.4610 3.5980 0.2556
H -0.2355 -1.1325 1.3033
H 1.4471 0.5603 0.7705
H -2.1638 -1.4352 -2.1728
H -0.1962 -2.5218 0.1181
H 0.3951 0.1001 -1.6377
H 2.4306 2.4186 -1.2041
H -0.2674 1.6037 -1.2369
H 0.1715 2.4836 1.6214
H 1.7404 3.0867 1.1962
H -3.7107 -2.0056 -1.2131
H -0.5301 0.1082 -0.2855
H -2.2018 -2.9626 -1.2006
*
```

Output
Relative energy (zero: lowest compared OMol25 entry of this formula, charge and spin) in eV: 1.476
HOMO level in eV: -13.194
Energy in Ha: -625.682779
M in g mol⁻¹: 230.07

Atom charges from the Löwdin analysis, given in e for atoms 1 to 6:
1. I 0.887
2. O 0.058
3. N 0.157
4. C -0.174
5. C -0.803
6. C -0.068



Below is a cluster of 2 separate species, C5H13IP2 in total in a non-equilibrium geometry, with properties calculated with ωB97M-V/def2-TZVPD.

ORCA input file:
```
! wB97M-V def2-TZVPD RIJCOSX def2/J DEFGRID3
* xyz 0 3
I -1.7645 1.6885 2.8405
P -2.9356 -0.4442 3.1070
P 2.0851 -0.1570 -0.0561
C -0.6459 0.1708 -0.7919
C 0.5138 0.9878 -0.3623
C -1.6897 -1.6675 2.3366
C 0.7786 1.9940 -1.5238
C -0.5256 -0.9612 -1.4587
H -1.4153 -1.5114 -1.8991
H 2.4252 -0.0532 -1.3781
H -1.8579 -1.8628 1.2791
H 0.5647 -1.3702 -1.4926
H 0.3669 1.5538 0.6437
H 2.6175 1.0331 0.4172
H -1.5251 0.7805 -0.7888
H -0.7268 -1.1195 2.4275
H 1.1120 2.9283 -1.0889
H -1.5697 -2.6159 2.8118
H -0.2240 2.1080 -1.9241
H 1.4886 1.5286 -2.2547
H -2.5818 -0.8346 4.3944
*
```

Output
⟨S²⟩: 2.006
HOMO level (alpha / beta) in eV: -5.258 / -9.006
Energy in Ha: -1178.452254
M in g mol⁻¹: 262.01

Atom charges from the Löwdin analysis, given in e for atoms 1 to 6:
1. I 0.308
2. P 0.346
3. P 0.821
4. C -0.328
5. C -0.615
6. C -0.434



Below is a cluster of 2 separate species, C5H13N in total in a non-equilibrium geometry, with properties calculated with ωB97M-V/def2-TZVPD.

ORCA input file:
```
! wB97M-V def2-TZVPD RIJCOSX def2/J DEFGRID3
* xyz -1 2
N -2.2552 -0.2441 -0.2686
C 1.3947 -1.1031 0.4772
C -1.4155 0.9926 -0.2374
C 0.6192 -1.5599 1.4728
C 2.9298 -0.7399 0.5941
C -1.2700 1.6532 -1.7104
H -0.3403 -1.9456 1.0869
H 0.9567 -1.1301 -0.5097
H 3.2369 -1.0302 1.6280
H -0.5012 0.5771 0.0801
H 3.6026 -1.1639 -0.1773
H -0.6404 2.6542 -1.4240
H -2.1499 1.8447 -2.2888
H -2.3131 -0.6743 0.5927
H 2.9554 0.3743 0.4846
H -0.6370 1.0158 -2.3410
H -3.2692 0.0954 -0.4744
H -1.7105 1.7983 0.4192
H 0.8070 -1.4144 2.5962
*
```

Output
⟨S²⟩: 0.752
Relative energy (zero: lowest compared OMol25 entry of this formula, charge and spin) in eV: 2.420
HOMO level (alpha / beta) in eV: 1.693 / -4.481
Energy in Ha: -252.912556
M in g mol⁻¹: 87.17

Atom charges from the Löwdin analysis, given in e for atoms 1 to 6:
1. N -0.043
2. C -0.375
3. C -0.351
4. C -0.187
5. C -0.220
6. C -0.141



Below is a cluster of 2 separate species, C5H13N in total in a non-equilibrium geometry, with properties calculated with ωB97M-V/def2-TZVPD.

ORCA input file:
```
! wB97M-V def2-TZVPD RIJCOSX def2/J DEFGRID3
* xyz 0 1
N 0.6636 -2.7467 0.8579
C 1.3762 -1.8854 1.7315
C -0.9108 2.4936 -0.4666
C -0.3609 3.7570 -0.2027
C -2.2633 2.4671 -1.3231
C 1.2493 -3.2355 -0.3356
H 1.2565 -2.0809 2.8346
H 1.9012 -4.0806 -0.0928
H -0.3446 -2.5130 0.8609
H -2.7085 3.3870 -1.5674
H -0.5674 4.5446 -0.9223
H 1.8321 -2.5664 -0.9880
H -0.7466 1.4681 -0.1411
H 2.5273 -1.9801 1.7271
H 0.1667 3.9328 0.6774
H 1.3210 -0.7444 1.4980
H 0.4546 -3.7812 -0.8245
H -1.9133 1.9189 -2.2905
H -2.9331 1.6450 -1.0328
*
```

Output
Relative energy (zero: lowest compared OMol25 entry of this formula, charge and spin) in eV: 3.396
HOMO level in eV: -8.422
Energy in Ha: -252.938302
M in g mol⁻¹: 87.17
Structure (SMILES): C=CC.CNC

Atom charges from the Löwdin analysis, given in e for atoms 1 to 6:
1. N -0.218
2. C -0.201
3. C -0.171
4. C -0.013
5. C -0.125
6. C -0.173



> Look up the M of the eighth one.

214.07 g mol⁻¹